# 1
A single C5H10O molecule. Source: the Open Molecules 2025 dataset; level of theory: ωB97M-V with the def2-TZVPD basis set.

Calculated values
2S+1 ... 1
DFT total energy ... -271.7483 a.u.
Frontier orbital gap ... 0.41093 Ha
ΔE to the lowest compared entry with this formula, charge and spin ... 0.117 eV
LUMO energy ... 1.008 eV
SMILES string ... OC1CCCC1

Each line ends with the Mulliken charge.
Geometry (Å):
O (-1.8927, 0.0700, 0.7793)  -0.559
C (-1.0602, 0.1895, -0.3694)  0.160
C (-0.2025, -1.0685, -0.5662)  -0.753
C (0.9467, -0.8735, 0.4287)  -0.613
C (1.2890, 0.6175, 0.2856)  -0.539
C (-0.0480, 1.3119, -0.0738)  -0.787
H (-2.5246, -0.6401, 0.6089)  0.315
H (-1.6787, 0.4143, -1.2520)  0.321
H (-0.7792, -1.9875, -0.4016)  0.397
H (0.1804, -1.0963, -1.5952)  0.291
H (1.8063, -1.5210, 0.2370)  0.363
H (0.5833, -1.0827, 1.4415)  0.262
H (1.7449, 1.0209, 1.1933)  0.298
H (2.0134, 0.7575, -0.5267)  0.262
H (-0.4423, 1.9143, 0.7494)  0.310
H (0.0640, 1.9738, -0.9387)  0.270



# 2
A molecular structure, C4H9NOS in a non-equilibrium geometry. Source: the Open Molecules 2025 dataset; level of theory: ωB97M-V with the def2-TZVPD basis set.

Calculated values
2S+1 ... 1
DFT total energy ... -685.8650 a.u.
Frontier orbital gap ... 0.34290 Ha
ΔE to the lowest compared entry with this formula, charge and spin ... 4.188 eV
LUMO energy ... 0.378 eV

Each line ends with the Mulliken charge.
Geometry (Å):
C (-1.4704, 1.5397, 0.5340)  -0.682
N (-0.8024, 0.9270, -0.6860)  -0.576
C (-0.4076, -0.4409, -0.2692)  0.234
C (0.5854, -1.0893, -1.2279)  -0.941
S (1.8065, -2.1360, -0.0062)  -0.186
C (0.5940, -0.4319, 0.9322)  -0.013
O (1.2971, 0.6540, 1.2351)  -0.637
H (-1.8996, 2.6668, 0.4548)  0.232
H (-2.2366, 0.7826, 0.8346)  0.242
H (-0.5968, 1.5490, 1.2782)  0.311
H (0.0860, 1.4992, -0.7251)  0.338
H (-1.2926, -0.9512, -0.1009)  0.448
H (0.2586, -1.8467, -1.9668)  0.340
H (1.1837, -0.3778, -1.6908)  0.374
H (2.6291, -1.1274, -0.2833)  0.206
H (0.2658, -1.2172, 1.6873)  0.311



# 3
A molecular structure, C21H12I2N7O5SSr in a non-equilibrium geometry. Source: the Open Molecules 2025 dataset; level of theory: ωB97M-V with the def2-TZVPD basis set.

Calculated values
Charge ... -1
2S+1 ... 1
DFT total energy ... -2591.3612 a.u.
Frontier orbital gap ... 0.23824 Ha
ΔE to the lowest compared entry with this formula, charge and spin ... 5.040 eV
LUMO energy ... 1.156 eV

Each line ends with the Mulliken charge.
Geometry (Å):
Sr (0.1507, -0.1591, -1.5378)  2.210
O (2.2320, 2.5806, 1.2066)  -0.673
C (1.2390, 1.9786, 0.8347)  -0.085
N (1.1582, 0.7311, 0.2880)  -0.105
C (2.1850, -0.1414, 0.2976)  0.929
O (3.3101, -0.0861, 0.7593)  -0.626
C (1.7494, -1.6017, -0.1691)  0.417
C (2.6819, -2.5983, -0.4107)  -0.882
C (2.2295, -3.8914, -0.6185)  -0.695
C (0.8793, -4.1752, -0.4749)  -0.646
C (0.0401, -3.1436, -0.0876)  -0.485
N (0.4628, -1.8922, 0.0433)  -0.150
C (-0.1391, 2.5895, 0.9935)  0.227
C (-0.3234, 3.6165, 1.9072)  -0.788
C (-1.6111, 4.0755, 2.1297)  -0.254
C (-2.6558, 3.4975, 1.4282)  -1.048
C (-2.3650, 2.5024, 0.5052)  0.036
N (-1.1345, 2.0584, 0.2820)  0.326
H (3.7345, -2.3519, -0.4279)  0.654
H (2.9315, -4.6752, -0.8740)  0.419
H (0.4896, -5.1717, -0.6274)  0.424
H (-1.0070, -3.2931, 0.1492)  0.354
H (0.5358, 4.0093, 2.4325)  0.481
H (-1.7988, 4.8610, 2.8512)  0.403
H (-3.6811, 3.8023, 1.5863)  0.388
H (-3.1554, 2.0356, -0.0735)  0.346
O (0.6913, -2.0080, -2.8147)  -0.472
S (1.6781, -1.1201, -3.4276)  1.341
O (2.5056, -1.7248, -4.4273)  -0.749
N (0.7730, 0.1629, -3.8792)  -0.260
C (1.0334, 1.2529, -3.1481)  -1.638
O (0.1943, 2.1212, -2.8471)  -0.650
C (2.3323, 1.1744, -2.3952)  1.538
C (3.1255, 2.2004, -1.9259)  -0.753
C (4.4326, 1.8940, -1.5625)  -0.675
C (4.9611, 0.6284, -1.7995)  -0.670
C (4.1528, -0.4004, -2.2608)  -0.782
C (2.8005, -0.1353, -2.3748)  0.482
H (2.7442, 3.2112, -1.8799)  0.544
H (5.0605, 2.6681, -1.1430)  0.408
H (6.0125, 0.4454, -1.6240)  0.421
H (4.5482, -1.3760, -2.5082)  0.585
N (-2.1629, -0.8393, -0.6216)  -0.496
C (-3.0453, -0.8691, 0.1429)  0.425
N (-4.1033, -0.9002, 0.8774)  -0.760
C (-4.0724, -0.7907, 2.1871)  0.548
N (-4.1556, -0.6994, 3.3418)  -0.635
I (-2.1754, 1.3222, -2.9636)  0.316
I (-4.8059, 0.6414, -3.0156)  -0.247



# 4
A single C5H6O2 molecule in a non-equilibrium geometry. Source: the Open Molecules 2025 dataset; level of theory: ωB97M-V with the def2-TZVPD basis set.

Calculated values
2S+1 ... 1
DFT total energy ... -344.5571 a.u.
Frontier orbital gap ... 0.37798 Ha
ΔE to the lowest compared entry with this formula, charge and spin ... 1.219 eV
LUMO energy ... 0.161 eV
SMILES string ... O=C1C=CCCO1

Each line ends with the Mulliken charge.
Geometry (Å):
O (2.3478, -0.1312, 0.0438)  -0.487
C (1.1942, 0.0752, 0.0593)  0.620
C (0.3216, 1.2870, -0.0170)  -0.286
C (-1.0104, 1.2000, -0.1888)  -0.330
C (-1.7320, 0.0609, 0.3073)  -0.507
C (-1.0822, -1.1844, -0.2393)  -0.423
O (0.3757, -1.0886, 0.0227)  -0.405
H (0.9377, 2.2469, -0.0909)  0.290
H (-1.6130, 2.0681, -0.4223)  0.367
H (-1.8028, 0.0074, 1.4185)  0.255
H (-2.7755, 0.1348, -0.0355)  0.326
H (-1.4502, -2.0360, 0.3235)  0.271
H (-1.2314, -1.2953, -1.2547)  0.308



# 5
A molecular structure, C3HBr2O2P in a non-equilibrium geometry. Source: the Open Molecules 2025 dataset; level of theory: ωB97M-V with the def2-TZVPD basis set.

Calculated values
2S+1 ... 3
DFT total energy ... -5754.6635 a.u.
Frontier orbital gap (alpha / beta) ... 0.26720 / 0.23101 Ha
ΔE to the lowest compared entry with this formula, charge and spin ... 0.000 eV
LUMO energy (alpha / beta) ... -0.118 / -3.394 eV

Each line ends with the Mulliken charge.
Geometry (Å):
C (0.0912, 0.1501, 0.3140)  -0.061
C (1.4415, 0.4473, 0.5368)  0.173
C (1.7535, 0.9503, 1.7604)  -0.047
O (-0.7908, 0.3442, 1.1978)  -0.424
O (-0.6955, 0.6448, 3.8076)  -0.364
P (-0.3972, 1.4344, 2.6453)  0.460
Br (2.6697, 0.0325, -0.8767)  -0.105
Br (3.4147, 1.5157, 2.2752)  -0.038
H (-0.2460, -0.2584, -0.6382)  0.406



# 6
2 unconnected molecules or ions with the total composition CHN4O2S in a non-equilibrium geometry. Source: the Open Molecules 2025 dataset; level of theory: ωB97M-V with the def2-TZVPD basis set.

Calculated values
Charge ... -1
2S+1 ... 1
DFT total energy ... -806.2292 a.u.
Frontier orbital gap (alpha / beta) ... 0.27423 / 0.25454 Ha
ΔE to the lowest compared entry with this formula, charge and spin ... 5.525 eV
LUMO energy (alpha / beta) ... 2.605 / 2.712 eV

Each line ends with the Mulliken charge.
Geometry (Å):
C (0.7218, 0.7705, -0.4797)  -0.113
N (1.9006, 0.6890, -0.0010)  -0.310
N (2.4830, -0.4035, -0.5692)  -0.287
N (1.7012, -0.9143, -1.3324)  -0.222
N (0.4638, -0.1887, -1.3907)  0.238
O (-1.6056, -1.3426, -2.4749)  -0.463
O (-1.5471, 2.0239, -0.9518)  -0.584
S (-0.7622, -0.1371, -2.5310)  0.389
H (-1.0570, 2.0254, -0.2312)  0.352